P:
{
  "formula": "C3H5N2O2",
  "method": "ωB97M-V/def2-TZVPD",
  "species": ["O", "O", "N", "N", "C", "C", "C", "H", "H", "H", "H", "H"],
  "positions_angstrom": [[2.33460, -1.18128, -0.03939], [1.74793, 1.98954, 0.00419], [0.95138, 1.16682, 0.00474], [1.20659, -1.67445, 0.00620], [0.06202, -1.04487, 0.04054], [-0.02144, 0.39768, 0.02721], [-1.39053, 1.05189, -0.01897], [-2.11778, 0.38366, 0.43459], [-1.40091, 2.00520, 0.50466], [-0.85513, -1.60771, 0.07705], [-1.66529, 1.22557, -1.05948], [1.14855, -2.71205, 0.01866]],
  "e_homo_ev": [-14.48, -14.47],
  "total_charge": 1,
  "lumo_energy_ev": [-7.05, -7.05],
  "smiles": "C/C(=C/[NH+]=O)N=O"
}

---

Q:
{
  "formula": "C3H5N2O2",
  "method": "ωB97M-V/def2-TZVPD",
  "species": ["O", "O", "N", "N", "C", "C", "C", "H", "H", "H", "H", "H"],
  "positions_angstrom": [[-0.61610, -1.49716, -0.73202], [-1.96541, 0.30768, 0.77450], [-0.24425, 1.27500, -0.35068], [1.06620, -0.43416, 0.55625], [0.25745, -1.57259, 0.07537], [0.88447, 0.77973, 0.11281], [-1.55903, 0.47819, -0.30558], [-0.16423, 2.34600, -0.63322], [-1.97393, 0.17850, -1.36999], [0.66756, -2.58896, 0.47391], [1.71679, 1.46935, 0.38487], [1.93049, -0.74160, 1.01377]],
  "e_homo_ev": -15.77,
  "total_charge": 1,
  "lumo_energy_ev": -5.04,
  "smiles": "O=CN/C=[NH+]\\C=O"
}

---

R:
{
  "formula": "C3H5N2O2",
  "method": "ωB97M-V/def2-TZVPD",
  "species": ["O", "O", "N", "N", "C", "C", "C", "H", "H", "H", "H", "H"],
  "positions_angstrom": [[-2.21650, -0.14242, -1.92020], [1.54689, 0.06523, 0.56210], [0.90787, 0.67688, -0.44048], [-0.36804, -1.03206, 0.63899], [-1.31431, 0.56503, -1.68790], [-0.29743, 0.32671, -0.64721], [0.66041, -0.61470, 1.45818], [-0.96062, 1.57296, -2.18585], [0.49678, -0.03991, 2.42914], [1.34119, -1.48656, 1.95775], [-1.25361, -1.07332, 0.91819], [1.45738, 1.18215, -1.08269]],
  "e_homo_ev": [-14.85, -14.85],
  "total_charge": 1,
  "lumo_energy_ev": [-6.62, -6.62]
}

---

Which is most stable, and by how much? Q, by 108.2 kcal/mol.

---

P:
{
  "formula": "C3H5N2O2",
  "method": "ωB97M-V/def2-TZVPD",
  "species": ["O", "O", "N", "N", "C", "C", "C", "H", "H", "H", "H", "H"],
  "positions_angstrom": [[-0.12948, 1.60123, 0.17238], [-0.13494, -1.93761, 2.01811], [0.94072, 0.02582, 1.42662], [0.06704, -1.28070, 1.05040], [0.70655, 1.24173, 1.03136], [-0.56559, -1.40615, -1.42640], [-0.19921, -1.34307, -0.17006], [-0.79105, 0.86514, -0.18495], [1.84083, -0.07402, 1.91394], [1.51005, 1.88471, 1.39122], [0.01540, -2.26863, -1.87123], [-1.47181, -0.92151, -1.80860]],
  "e_homo_ev": [-14.34, -14.34],
  "total_charge": 1,
  "lumo_energy_ev": [-4.95, -4.95],
  "smiles": "C=C=[N+]([O-])/[NH+]=C\\O"
}

---

Q:
{
  "formula": "C3H5N2O2",
  "method": "ωB97M-V/def2-TZVPD",
  "species": ["O", "O", "N", "N", "C", "C", "C", "H", "H", "H", "H", "H"],
  "positions_angstrom": [[1.44550, -2.65958, 1.63567], [-0.11699, 2.81050, -0.26152], [0.58324, -1.70293, -0.40233], [0.09628, 0.52810, 0.12002], [0.93838, -2.25805, 0.69145], [-0.66451, 1.60424, -0.15577], [-0.31098, -0.81232, 0.23523], [0.80451, -1.92903, -1.36341], [-1.72850, 1.33583, -0.23458], [-0.77594, 3.55862, -0.46530], [-1.37835, -0.96406, 0.24336], [1.10736, 0.48868, -0.04280]],
  "e_homo_ev": [-12.48, -12.48],
  "total_charge": 1,
  "lumo_energy_ev": [-4.32, -4.32]
}

---

Which is most stable, and by how much? Q, by 75.1 kcal/mol.

---

P:
{
  "formula": "C30H29AsFN4O8SbSe4Ti",
  "method": "ωB97M-V/def2-TZVPD",
  "species": ["Sb", "Se", "Se", "Se", "Se", "As", "Ti", "F", "O", "O", "O", "O", "O", "O", "O", "O", "N", "N", "N", "N", "C", "C", "C", "C", "C", "C", "C", "C", "C", "C", "C", "C", "C", "C", "C", "C", "C", "C", "C", "C", "C", "C", "C", "C", "C", "C", "C", "C", "C", "C", "H", "H", "H", "H", "H", "H", "H", "H", "H", "H", "H", "H", "H", "H", "H", "H", "H", "H", "H", "H", "H", "H", "H", "H", "H", "H", "H", "H", "H"],
  "positions_angstrom": [[2.14437, 1.70286, 2.21332], [0.91868, 0.30825, 0.45390], [3.53672, 3.31191, 1.01672], [0.51734, 2.81973, 3.66063], [3.56168, 0.30214, 3.65795], [-0.89868, -3.38891, -2.20868], [-0.35512, -0.61779, -1.06649], [5.71125, 1.02847, -1.00547], [-1.28605, 3.46154, -1.90472], [-0.25033, 1.46772, -1.79588], [-1.53773, -0.42612, -4.94412], [6.33627, -4.12502, 0.54993], [1.29978, -0.95851, -2.04757], [-2.65159, -2.16176, 1.83725], [-1.38114, -0.60515, -2.71719], [-1.16041, -1.76615, 0.20998], [-1.91341, 0.64558, -0.00299], [1.44967, -3.20898, -0.12270], [1.89984, 1.92052, -4.87749], [5.90343, -2.49953, 2.07708], [3.75968, -3.61299, -0.61200], [2.01274, 3.06413, -5.81752], [2.42686, -3.54929, -0.96611], [0.51361, 0.21159, -3.94582], [-0.75528, -3.83192, -4.12045], [2.68920, 0.70378, -2.94915], [3.98603, 2.56981, -3.77222], [1.30961, 2.78990, -7.13820], [3.10204, -2.93853, 1.57855], [2.85931, 1.73630, -3.87669], [-0.72551, -5.21219, -1.52444], [-2.15114, 0.09238, 1.19339], [3.47849, 3.38613, -6.05221], [-0.91259, -0.32331, -3.90495], [5.55626, -3.34698, 1.09227], [-2.85275, -3.35109, -2.14657], [3.64316, 0.46856, -1.94633], [-1.87606, 2.78043, 1.00184], [-1.73572, 1.95667, -0.09200], [4.73615, 1.27334, -1.88649], [-2.11480, 2.20283, 2.24049], [0.78351, 1.17581, -4.86673], [1.78770, -2.92298, 1.12527], [4.17355, 3.70516, -4.74149], [1.48673, -0.07329, -2.94596], [-2.24401, 0.82076, 2.34464], [-1.06576, 2.37434, -1.38614], [-2.02656, -1.40540, 1.13505], [4.10744, -3.27911, 0.68769], [4.90081, 2.33139, -2.77671], [5.76559, 2.97525, -2.66283], [5.23745, 3.88447, -4.90091], [1.54334, 3.92996, -5.34204], [6.86508, -2.48882, 2.36905], [-3.17760, -3.34984, -1.10706], [-3.21885, -2.45196, -2.63681], [4.52602, -3.91151, -1.31580], [0.03126, 1.37822, -5.61385], [1.60274, 3.55951, -7.85431], [3.53761, 4.23363, -6.73697], [-2.31383, 0.31980, 3.29955], [-1.36352, -4.70787, -4.36074], [5.27319, -1.76955, 2.43835], [3.75116, 4.62129, -4.31506], [-3.26483, -4.22752, -2.65285], [-1.09934, -2.98805, -4.71957], [0.97834, -2.66576, 1.79671], [3.48704, -0.32819, -1.23122], [3.31420, -2.66314, 2.60052], [-1.02410, -5.22548, -0.47663], [-1.35958, -5.89619, -2.09349], [2.11419, -3.77752, -1.98117], [0.22375, 2.82106, -7.05327], [3.96292, 2.52976, -6.53495], [-1.69433, 3.83991, 0.89218], [0.31039, -5.54562, -1.58020], [-2.09998, 2.81199, 3.12972], [1.60151, 1.81504, -7.53853], [0.28349, -4.03886, -4.38052]],
  "e_homo_ev": -1.64,
  "total_charge": -2,
  "lumo_energy_ev": 3.51
}

---

Q:
{
  "formula": "C30H29AsFN4O8SbSe4Ti",
  "method": "ωB97M-V/def2-TZVPD",
  "species": ["Sb", "Se", "Se", "Se", "Se", "As", "Ti", "F", "O", "O", "O", "O", "O", "O", "O", "O", "N", "N", "N", "N", "C", "C", "C", "C", "C", "C", "C", "C", "C", "C", "C", "C", "C", "C", "C", "C", "C", "C", "C", "C", "C", "C", "C", "C", "C", "C", "C", "C", "C", "C", "H", "H", "H", "H", "H", "H", "H", "H", "H", "H", "H", "H", "H", "H", "H", "H", "H", "H", "H", "H", "H", "H", "H", "H", "H", "H", "H", "H", "H"],
  "positions_angstrom": [[0.08999, 3.95544, -0.68027], [-1.05395, 5.54779, 0.78786], [-0.08592, 1.65256, 0.23869], [2.43008, 4.70662, -0.73117], [-0.90301, 4.04494, -2.92560], [0.64803, 0.60441, 2.74906], [-0.34797, -0.47122, 0.69980], [6.52584, -1.51200, -0.01125], [1.59945, -0.97970, 0.69777], [-1.52479, -3.03270, 0.39717], [-4.28264, 0.69959, 2.20493], [6.95786, 1.77555, -3.37363], [-0.65127, -1.56161, -3.20042], [-0.71485, -1.77020, 2.07184], [-0.03497, -1.03064, -1.11925], [-2.05679, 0.49803, 1.92611], [2.42183, -4.89107, 1.39032], [2.45193, 0.56024, -1.49289], [6.42001, -0.03323, -4.59526], [-2.29758, -0.20597, -0.47961], [4.02717, -6.47416, 2.33737], [5.50911, -2.31673, 0.34881], [1.33762, 2.39323, 3.00420], [0.79830, -3.18862, 1.01902], [3.20187, -2.69378, 0.75942], [2.66298, -6.31300, 1.68197], [1.14032, -4.46196, 1.31757], [3.46844, -4.04057, 1.05400], [2.13030, -0.40576, 3.57150], [-0.85386, -1.02900, -2.12872], [-0.53401, 0.59128, 4.29972], [-3.26452, 0.55227, 1.53419], [4.60745, 1.55464, -1.80916], [5.80104, -3.64055, 0.66464], [1.83208, -2.20054, 0.80062], [2.50177, -7.14629, 0.41291], [-2.97134, 0.32159, -2.68598], [3.84418, -0.13403, -3.30461], [-2.12475, -0.29702, -1.79621], [6.15128, 0.90430, -3.63504], [-4.25180, 1.07261, -0.79899], [-4.04488, 1.03580, -2.16839], [-3.33694, 0.43769, 0.02259], [4.79860, -4.50797, 1.02963], [-0.62796, -2.68064, 1.13822], [3.40404, 1.41144, -1.12229], [5.12339, -5.92400, 1.43587], [2.66630, -0.18300, -2.57628], [4.84379, 0.75427, -2.91238], [4.23927, -1.82243, 0.41360], [2.12567, 2.62962, 2.29229], [0.05976, 0.75266, 5.20310], [6.08122, -5.93726, 1.95748], [5.23631, -6.55786, 0.55138], [1.82100, -1.44931, 3.68043], [5.73110, -0.69400, -4.89885], [1.89868, -6.61534, 2.39897], [4.02173, -0.78490, 0.18896], [3.92796, -0.77316, -4.17584], [4.02657, -5.91854, 3.27874], [4.19375, -7.52634, 2.57121], [-1.02076, -0.38131, 4.34788], [-5.05697, 1.63175, -0.34335], [3.19406, 2.01307, -0.24765], [1.71580, 2.46120, 4.02557], [-4.68790, 1.59803, -2.83344], [2.34948, -0.01265, 4.56542], [0.38392, -5.20323, 1.54513], [6.82853, -3.98290, 0.62679], [2.73817, -8.19390, 0.60945], [0.52757, 3.10428, 2.85803], [3.15601, -6.77528, -0.37697], [7.24074, 0.10095, -5.15778], [-1.30042, 1.35256, 4.20617], [1.85637, -0.84230, -2.87650], [1.47599, -7.08434, 0.04882], [3.03776, -0.38117, 2.96906], [-2.75422, 0.28477, -3.74363], [5.33765, 2.29052, -1.50372]],
  "e_homo_ev": -1.00,
  "total_charge": -2,
  "lumo_energy_ev": 2.81
}

---

Which is most stable, and by how much? P, by 49.6 kcal/mol.